[1]
{
  "formula": "C42H35BBrF4GeN3O3Pt",
  "method": "ωB97M-V/def2-TZVPD",
  "symbols": ["Pt", "C", "C", "C", "C", "C", "N", "C", "O", "N", "C", "C", "C", "C", "N", "C", "C", "C", "H", "H", "H", "H", "H", "H", "H", "H", "H", "H", "H", "H", "H", "Br", "C", "C", "C", "C", "C", "C", "C", "O", "O", "H", "H", "H", "H", "Ge", "C", "C", "C", "C", "C", "C", "C", "C", "C", "C", "C", "C", "H", "H", "H", "H", "H", "H", "H", "H", "H", "H", "H", "C", "C", "C", "C", "C", "C", "C", "C", "C", "C", "H", "H", "H", "H", "H", "H", "H", "F", "B", "F", "F", "F"],
  "positions_angstrom": [[-0.49061, 0.54221, -0.10185], [5.60769, -1.13807, -3.95230], [4.70723, -1.91464, -3.02005], [3.77088, -2.81225, -3.49622], [2.95410, -3.55025, -2.64431], [3.05978, -3.39023, -1.27345], [2.32056, -4.16009, -0.32835], [1.29942, -5.03162, -0.53057], [1.09284, -6.02349, 0.13764], [0.46138, -4.71259, -1.60971], [-0.14641, -3.48266, -1.85712], [-0.90871, -3.34508, -3.00923], [-1.56834, -2.16073, -3.26450], [-1.46366, -1.13632, -2.35507], [-0.74169, -1.26308, -1.23523], [-0.07128, -2.39512, -0.98375], [3.98217, -2.47888, -0.77560], [4.79289, -1.76133, -1.64143], [5.31625, -1.28547, -4.99354], [6.64923, -1.45076, -3.84434], [5.55060, -0.06875, -3.74436], [3.67086, -2.95213, -4.56823], [2.25852, -4.26528, -3.06105], [2.65673, -4.16566, 0.62169], [-0.05460, -5.51714, -1.92773], [-0.97525, -4.17204, -3.70787], [-2.16986, -2.03605, -4.15450], [-1.99374, -0.20220, -2.49197], [0.46791, -2.45362, -0.04739], [4.06371, -2.33921, 0.29741], [5.51210, -1.05879, -1.22991], [-1.00415, 6.88211, -0.42583], [-0.04602, 5.29373, -0.82510], [-0.63504, 4.33133, -1.62874], [0.03943, 3.13514, -1.84533], [1.29812, 2.91631, -1.29900], [1.89467, 3.92135, -0.54871], [1.21937, 5.10805, -0.28849], [2.01846, 1.60123, -1.48459], [3.20851, 1.60582, -1.72346], [1.28574, 0.54399, -1.26005], [-1.61186, 4.50746, -2.06014], [-0.41713, 2.36289, -2.45457], [2.89198, 3.75643, -0.15802], [1.67109, 5.88258, 0.31850], [-2.24174, -0.03297, 1.51096], [-2.86366, -1.79643, 1.01542], [-3.81370, -1.97440, 0.00562], [-4.26399, -3.24751, -0.32156], [-3.76920, -4.35554, 0.35807], [-2.82634, -4.18730, 1.36206], [-2.37548, -2.91508, 1.69198], [-3.70467, 1.26221, 1.35182], [-4.20174, 1.81596, 2.53416], [-5.28495, 2.69000, 2.51535], [-5.88383, 3.03118, 1.31064], [-5.39397, 2.50175, 0.12102], [-4.31637, 1.62610, 0.14599], [-1.80509, 0.02888, 2.97317], [-4.21325, -1.12406, -0.53718], [-5.00237, -3.37348, -1.10402], [-4.12332, -5.34806, 0.10801], [-2.42910, -5.04647, 1.88861], [-1.62826, -2.80466, 2.46841], [-3.73733, 1.56431, 3.48358], [-5.65919, 3.10634, 3.44358], [-6.73382, 3.70302, 1.29696], [-5.85286, 2.77159, -0.82263], [-3.93577, 1.24231, -0.79712], [3.14718, 2.45729, 3.65332], [2.97539, 1.31499, 2.88976], [1.90312, 1.21308, 1.99985], [0.97695, 2.25026, 1.87271], [-0.15376, 2.15500, 0.97632], [-1.00411, 3.30534, 0.86250], [-0.79354, 4.44286, 1.59845], [0.27717, 4.50633, 2.49631], [1.17217, 3.42377, 2.64444], [2.25150, 3.51294, 3.52976], [3.97765, 2.52745, 4.34364], [3.66837, 0.48901, 2.98157], [1.79761, 0.31310, 1.41509], [-1.84038, 3.28173, 0.17809], [-1.45825, 5.29018, 1.48009], [0.44258, 5.40353, 3.08261], [2.37780, 4.41367, 4.12051], [0.44646, -1.00555, 1.82436], [1.00075, -1.84667, 2.90537], [0.19619, -1.66591, 4.02781], [0.96542, -3.18059, 2.46879], [2.30985, -1.40657, 3.12220]],
  "forces_ev_per_a": [[0.14, -0.86, 0.68], [-0.16, -0.03, 0.08], [0.16, 0.15, -0.08], [-0.22, -0.16, -0.10], [0.03, -0.09, -0.34], [-0.24, -0.21, 0.34], [0.31, 0.42, 0.03], [-0.38, -0.24, 0.01], [0.14, 0.26, -0.14], [-0.15, -0.12, -0.06], [0.03, -0.03, 0.08], [0.04, -0.06, -0.17], [-0.11, -0.06, -0.12], [-0.03, -0.06, 0.22], [0.05, 0.12, -0.34], [-0.38, 0.20, 0.05], [0.15, 0.19, -0.01], [0.08, 0.08, 0.32], [0.02, -0.05, 0.05], [-0.04, 0.03, 0.00], [0.02, -0.01, 0.05], [-0.01, -0.03, 0.06], [0.09, 0.06, -0.01], [0.17, -0.07, 0.06], [-0.12, -0.03, 0.08], [0.00, 0.02, 0.04], [0.03, -0.01, 0.01], [0.07, 0.03, -0.02], [0.03, 0.09, -0.02], [0.02, 0.03, -0.03], [-0.11, -0.04, -0.01], [0.10, 0.26, -0.38], [0.25, 0.22, -0.74], [0.28, 0.25, -0.38], [-0.08, 0.30, -0.26], [0.01, 0.26, -0.28], [0.05, 0.29, -0.09], [0.23, 0.01, -0.40], [-0.11, -0.21, 0.76], [0.02, -0.11, -0.20], [0.53, 0.33, -0.43], [0.00, -0.02, 0.01], [-0.01, -0.01, -0.02], [-0.04, 0.01, 0.01], [-0.01, -0.04, -0.02], [-0.17, 0.31, -0.05], [-0.15, -0.19, 0.05], [0.06, -0.16, 0.02], [0.08, 0.05, 0.04], [0.00, 0.06, -0.02], [0.05, -0.03, 0.00], [0.02, 0.00, -0.10], [-0.14, 0.07, -0.04], [-0.04, 0.08, -0.07], [0.07, -0.02, -0.01], [0.02, -0.06, -0.04], [0.03, 0.02, 0.10], [0.15, 0.06, 0.06], [0.13, 0.00, -0.03], [0.00, 0.01, 0.07], [0.00, -0.01, 0.01], [0.01, 0.01, -0.01], [-0.01, 0.02, -0.01], [0.00, 0.02, 0.03], [-0.05, 0.00, -0.06], [0.01, -0.03, -0.04], [0.05, -0.01, -0.01], [0.01, -0.01, 0.02], [-0.03, -0.06, 0.03], [-0.06, 0.14, 0.02], [0.08, 0.10, -0.05], [0.20, 0.19, -0.11], [-0.18, -0.25, -0.05], [-0.32, 0.68, 0.17], [0.01, -1.09, 0.68], [-0.09, -0.24, 0.88], [-0.11, -0.12, 0.07], [-0.33, 0.33, 0.04], [0.19, -0.11, 0.10], [-0.02, 0.02, -0.01], [-0.11, 0.05, -0.03], [0.18, 0.23, -0.01], [-0.09, -0.19, 0.24], [0.08, -0.23, 0.23], [-0.03, -0.01, -0.01], [0.00, -0.03, -0.03], [-0.24, -0.67, -0.02], [-0.18, -0.21, 0.20], [0.19, 0.01, -0.33], [0.09, 0.46, -0.09], [-0.18, -0.27, -0.07]],
  "e_homo_ev": [-8.1, -8.1],
  "charge": 0,
  "orbital_gap_ev": [7.37, 4.63],
  "energy_ev": -196091.5914,
  "e_above_lowest_ev": 0.304,
  "s_squared": 2.032,
  "max_force_ev_per_a": 1.287,
  "spin_multiplicity": 3,
  "lumo_energy_ev": [-0.7, -3.4]
}



[2]
{
  "formula": "C33H32BNO9PS3Tc",
  "method": "ωB97M-V/def2-TZVPD",
  "symbols": ["Tc", "S", "C", "C", "C", "C", "C", "C", "C", "C", "C", "N", "H", "H", "H", "H", "H", "H", "O", "S", "O", "O", "O", "O", "S", "O", "O", "C", "C", "C", "C", "C", "C", "P", "C", "C", "C", "C", "C", "C", "C", "C", "C", "C", "C", "C", "H", "H", "H", "H", "H", "H", "H", "H", "H", "H", "H", "H", "H", "H", "C", "C", "C", "O", "B", "O", "C", "C", "C", "H", "H", "H", "H", "H", "H", "H", "H", "H", "H", "H", "H"],
  "positions_angstrom": [[-0.51879, -0.51540, -0.10898], [0.87237, 2.04085, 3.39826], [0.04383, 0.66788, 3.99280], [-0.33881, -0.15917, 2.98274], [0.04438, 0.30156, 1.68108], [0.71124, 1.50132, 1.76343], [1.20756, 2.36521, 0.67939], [2.54725, 2.53010, 0.47412], [3.06432, 3.34005, -0.54664], [2.12170, 4.00182, -1.36747], [0.79467, 3.86008, -1.15035], [0.27502, 3.05865, -0.12395], [-0.11135, 0.53548, 5.05229], [-0.89944, -1.06842, 3.14283], [3.20935, 1.98772, 1.13922], [4.12771, 3.43754, -0.70671], [2.43922, 4.62537, -2.19236], [0.05168, 4.33846, -1.76850], [-0.40564, -1.38223, -2.39420], [-0.26720, 0.09738, -2.52452], [-0.05809, 0.61213, -3.84094], [-1.48028, 0.63914, -1.79795], [0.82795, 0.43650, -1.51813], [-3.45832, -3.47915, 1.24862], [-2.68324, -2.83101, 0.21978], [-3.33949, -2.53113, -1.02059], [-2.00204, -1.63646, 0.81546], [-1.40450, -4.04546, -0.17316], [-1.96101, -5.28694, -0.48828], [-1.15955, -6.39022, -0.70102], [0.21845, -6.28063, -0.56397], [0.77444, -5.05482, -0.25892], [-0.01875, -3.91198, -0.10280], [0.82218, -2.34240, 0.28436], [2.29314, -2.19379, -0.76902], [2.55986, -2.98655, -1.87878], [3.64024, -2.69350, -2.69996], [4.45108, -1.60343, -2.42814], [4.16303, -0.78080, -1.34801], [3.07966, -1.06418, -0.53621], [1.39147, -2.70306, 1.98321], [0.48231, -3.30198, 2.85452], [0.82210, -3.52053, 4.17951], [2.07165, -3.14223, 4.64984], [2.98046, -2.55014, 3.78698], [2.64355, -2.33077, 2.45906], [-3.03816, -5.37045, -0.53775], [-1.60906, -7.34398, -0.94686], [0.85326, -7.14829, -0.69150], [1.84647, -4.96983, -0.13230], [1.90681, -3.80613, -2.13887], [3.82922, -3.30849, -3.57061], [5.28285, -1.37082, -3.08134], [4.74883, 0.11083, -1.16519], [2.79980, -0.36449, 0.24263], [-0.50312, -3.58554, 2.50346], [0.10388, -3.98082, 4.84611], [2.33547, -3.30753, 5.68697], [3.95743, -2.25248, 4.14653], [3.36408, -1.87182, 1.79748], [-3.65989, 2.94816, 1.95329], [-3.28016, 2.37473, 0.59300], [-4.05219, 1.09430, 0.33107], [-1.87682, 2.04209, 0.68716], [-1.16580, 2.95473, -0.04990], [-1.96460, 3.86084, -0.70790], [-3.33539, 3.42421, -0.58106], [-4.18113, 4.65368, -0.28454], [-3.75011, 2.83213, -1.92090], [-3.47622, 2.18495, 2.70989], [-4.71209, 3.23397, 1.98932], [-3.04629, 3.81675, 2.19639], [-3.89762, 0.40917, 1.16505], [-3.71266, 0.59710, -0.57453], [-5.12152, 1.30268, 0.24728], [-3.84597, 5.17237, 0.61147], [-5.23013, 4.37662, -0.16295], [-4.10472, 5.34124, -1.12747], [-3.11233, 1.99442, -2.19374], [-3.64894, 3.60606, -2.68377], [-4.79044, 2.50329, -1.89525]],
  "forces_ev_per_a": [[0.25, -0.10, -0.48], [0.00, -0.02, 0.01], [0.01, -0.01, 0.01], [-0.02, 0.05, -0.03], [0.04, 0.28, 0.08], [-0.06, -0.17, -0.06], [0.04, 0.02, 0.08], [-0.02, -0.02, 0.05], [-0.01, 0.04, -0.03], [0.02, -0.02, 0.03], [-0.01, 0.04, -0.05], [-0.01, -0.06, -0.07], [-0.01, -0.01, 0.00], [-0.01, 0.02, 0.02], [0.01, 0.00, -0.01], [0.00, 0.00, 0.00], [0.00, 0.00, 0.00], [0.00, -0.01, 0.00], [0.01, 0.00, 0.16], [0.01, 0.09, -0.15], [0.02, -0.03, 0.03], [-0.01, 0.03, 0.05], [-0.12, -0.08, 0.22], [-0.02, -0.04, -0.02], [-0.05, 0.00, 0.01], [-0.03, -0.01, 0.03], [-0.03, 0.04, 0.15], [-0.08, -0.08, -0.04], [0.05, 0.02, 0.00], [-0.04, -0.01, 0.00], [0.02, -0.01, 0.00], [-0.02, 0.02, 0.00], [0.02, -0.01, 0.03], [0.00, 0.06, -0.05], [0.02, -0.04, 0.01], [0.02, 0.01, 0.00], [-0.02, -0.02, 0.00], [0.01, 0.01, 0.00], [0.01, 0.00, -0.01], [0.00, 0.00, -0.01], [0.04, 0.02, -0.03], [0.02, -0.03, 0.01], [-0.01, -0.02, 0.00], [0.00, 0.00, 0.01], [0.01, 0.00, 0.02], [0.00, 0.00, 0.00], [0.00, -0.02, -0.01], [-0.01, 0.00, 0.00], [0.01, 0.01, 0.00], [0.02, 0.00, -0.01], [-0.02, -0.03, 0.01], [0.00, 0.00, 0.00], [0.00, 0.00, 0.00], [0.00, 0.00, 0.00], [0.00, 0.01, 0.01], [-0.01, -0.01, 0.00], [0.00, 0.00, 0.00], [0.00, 0.00, 0.00], [0.00, 0.00, 0.00], [0.01, 0.00, 0.00], [0.02, 0.01, -0.02], [-0.01, 0.02, -0.01], [0.01, 0.01, 0.03], [0.04, 0.01, -0.08], [-0.09, -0.04, 0.08], [0.07, 0.00, 0.03], [-0.05, 0.03, 0.00], [0.01, -0.03, -0.01], [0.01, 0.01, 0.00], [0.00, 0.00, 0.00], [0.00, 0.00, 0.01], [-0.01, 0.01, 0.00], [-0.01, -0.01, 0.01], [0.01, -0.01, -0.02], [0.00, 0.00, 0.00], [0.01, 0.00, 0.01], [0.00, 0.00, 0.01], [-0.01, 0.00, 0.00], [-0.03, 0.01, 0.00], [-0.01, 0.00, 0.00], [0.00, 0.00, -0.01]],
  "e_homo_ev": [-3.0, -5.0],
  "charge": -1,
  "orbital_gap_ev": [5.44, 7.17],
  "energy_ev": -99333.4419,
  "e_above_lowest_ev": 1.110,
  "s_squared": 3.789,
  "max_force_ev_per_a": 0.543,
  "spin_multiplicity": 4,
  "lumo_energy_ev": [2.4, 2.1]
}